Entry 1:
The following is a quantum chemistry calculation of 8 unconnected molecules or ions with the total composition C39H62FN2O23, from the Open Molecules 2025 dataset.

Each line ends with the Mulliken charge.
Cartesian coordinates (Å):
C 5.988855 -2.888760 -0.179917  -1.420
C 5.925098 -1.370697 -0.190361  -0.068
C 6.381105 -0.728118 1.108978  -0.901
C 6.287362 0.813586 0.982126  0.548
C 4.862362 1.216432 1.381317  -0.897
C 4.436370 2.635918 0.999516  -0.109
C 3.104847 2.976016 1.708199  -1.092
C 1.934230 3.090681 0.738985  -0.289
C 0.637735 3.345179 1.511721  -0.708
C -0.499082 3.853779 0.647480  -0.501
C -1.888104 3.660705 1.302512  -1.083
C -2.590977 2.424344 0.757117  0.221
C -4.017406 2.253348 1.283768  -1.036
C -4.981678 1.824826 0.172787  0.506
C -6.413280 1.733252 0.708988  -0.581
C -7.020671 0.363213 0.421094  -1.030
N -6.353224 -0.607906 1.264835  -0.380
C -6.572223 -1.849795 0.925333  0.348
O -6.964989 -2.353481 -0.154613  -0.791
N -6.240462 -2.812763 2.024592  -0.160
C -5.017564 -3.424557 1.926237  0.474
O -4.405224 -3.966378 2.839826  -0.606
F -4.442187 -3.379007 0.701384  -0.175
H 5.813688 -3.251243 -1.190695  0.384
H 5.205350 -3.313802 0.437611  0.341
H 6.963573 -3.243152 0.134786  0.325
H 4.923085 -1.019795 -0.424555  0.271
H 6.572262 -0.986872 -0.977069  0.213
H 7.399914 -1.022126 1.344285  0.349
H 5.733883 -1.008912 1.937229  0.360
H 6.483672 1.035362 -0.058825  -0.177
H 7.019590 1.320980 1.599213  0.122
H 4.139068 0.522462 0.960328  0.216
H 4.841828 1.172327 2.466321  0.275
H 5.186100 3.329824 1.359544  0.248
H 4.313588 2.770952 -0.069226  0.182
H 3.175343 3.924591 2.235205  0.416
H 2.878887 2.215165 2.449706  0.331
H 1.825606 2.161374 0.188471  0.226
H 2.124376 3.883758 0.018701  0.292
H 0.389649 2.418064 2.027912  0.325
H 0.872393 4.086149 2.276834  0.304
H -0.504249 3.402422 -0.339543  0.199
H -0.372483 4.928173 0.517803  0.429
H -1.731452 3.603406 2.379476  0.292
H -2.486229 4.546118 1.099141  0.496
H -2.564890 2.483693 -0.322876  -0.124
H -2.023970 1.551231 1.074076  0.282
H -4.414224 3.169484 1.720270  0.409
H -4.018318 1.497735 2.063209  0.282
H -4.901157 2.591780 -0.593654  -0.055
H -4.632830 0.875548 -0.224087  -0.002
H -6.342071 1.772459 1.793424  0.077
H -7.060222 2.543688 0.380530  0.523
H -8.091478 0.405480 0.639675  0.545
H -6.931779 0.131953 -0.643741  0.261
H -6.987959 -3.478210 2.141984  0.317
C -2.773975 -6.458772 -0.319797  -0.257
C -2.798882 -5.499927 -1.486170  -0.111
O -1.485398 -5.662327 -2.045415  -0.310
C -1.029195 -6.879641 -1.689347  0.579
O -0.046467 -7.387149 -2.130210  -0.537
O -1.833710 -7.451270 -0.768017  -0.339
H -3.741005 -6.908256 -0.115123  0.291
H -2.396662 -5.997881 0.593345  0.270
H -3.536904 -5.774114 -2.241633  0.254
H -2.967454 -4.471389 -1.180769  0.144
C -2.539860 -0.077501 -2.761149  -0.236
C -1.380801 -0.668087 -3.536304  -0.391
O -0.346930 0.305187 -3.334215  -0.397
C -0.634678 0.979561 -2.190370  0.461
O 0.100351 1.735953 -1.642141  -0.514
O -1.867339 0.676806 -1.750677  -0.021
H -3.187704 -0.826897 -2.313267  0.380
H -3.145236 0.604594 -3.360290  0.107
H -1.046749 -1.624333 -3.128382  0.215
H -1.592419 -0.787705 -4.595842  0.331
C -8.528245 0.847316 4.844516  -0.284
C -8.361666 1.995953 5.819533  -0.331
O -8.329608 3.133539 4.952971  -0.344
C -8.964751 2.794825 3.800897  0.735
O -9.247067 3.562831 2.942874  -0.549
O -9.224452 1.470616 3.762747  -0.322
H -9.109367 0.022983 5.249964  0.307
H -7.576152 0.463453 4.472946  0.247
H -9.210960 2.095408 6.500051  0.246
H -7.445330 1.932002 6.400734  0.298
C 1.776597 -11.114981 -1.904537  -0.292
C 1.747051 -10.148407 -3.065562  -0.122
O 3.054304 -10.316272 -3.633510  -0.327
C 3.512119 -11.540371 -3.284984  0.650
O 4.487331 -12.049445 -3.729549  -0.528
O 2.704345 -12.110132 -2.356408  -0.336
H 0.807891 -11.560179 -1.694945  0.285
H 2.163981 -10.659561 -0.991856  0.259
H 1.000932 -10.417651 -3.815214  0.209
H 1.584200 -9.120256 -2.756077  0.222
C 6.111142 2.377617 -3.165563  -0.422
C 6.965355 3.518168 -3.670490  -0.362
O 6.996049 4.398124 -2.544238  -0.384
C 6.757485 3.662369 -1.426773  0.551
O 6.888713 4.063670 -0.320171  -0.466
O 6.353649 2.409118 -1.755544  -0.200
H 6.393370 1.413142 -3.579936  0.335
H 5.046977 2.544102 -3.341337  0.263
H 7.986129 3.207386 -3.902883  0.244
H 6.539848 4.018198 -4.536659  0.326
C 10.929960 3.114402 3.654409  -0.317
C 10.075180 2.848649 2.434136  -0.288
O 9.526319 1.559851 2.721053  -0.260
C 9.538683 1.384781 4.066027  0.649
O 9.001605 0.498192 4.636526  -0.513
O 10.254548 2.369833 4.669782  -0.336
H 10.979666 4.167219 3.920184  0.303
H 11.944449 2.724302 3.547783  0.246
H 9.257373 3.563553 2.327889  0.223
H 10.646617 2.824287 1.509901  0.308
C -6.682196 5.126761 -3.313691  -0.313
C -6.715738 4.375423 -4.627612  -0.335
O -5.406794 3.802851 -4.686793  -0.340
C -4.934202 3.706939 -3.414795  0.556
O -3.956041 3.120842 -3.099555  -0.430
O -5.741497 4.369491 -2.554169  -0.274
H -7.645481 5.154579 -2.811186  0.292
H -6.306944 6.146366 -3.424410  0.251
H -7.452795 3.570419 -4.629258  0.264
H -6.891001 5.020957 -5.484808  0.283

Forces on atoms 1 to 6 (eV/Å):
-0.3719 0.2505 -0.5673
0.3409 -0.1106 0.3777
0.0606 0.9369 -0.0398
-0.7033 -1.0586 -0.0948
0.7208 0.9115 -0.5173
-0.4750 -0.1540 1.2145

As for the charge: -1. For the HOMO-LUMO gap, the calculation gives 6.23 eV. The HOMO energy is -0.166 hartree.

Entry 2:
The following is a quantum chemistry calculation of a molecular structure, C39H62N4O2Rb, from the Open Molecules 2025 dataset.

Each line ends with the Mulliken charge.
Cartesian coordinates (Å):
Rb 0.986815 -1.798392 -1.110365  0.581
C 1.826416 -5.563249 -0.859004  -1.226
N 0.622754 -4.792545 -1.105102  1.066
C 0.204970 -4.896496 -2.498194  -1.154
C -0.451636 -5.191483 -0.205776  -1.475
C -1.555755 -4.151053 -0.077748  -1.112
N -1.138739 -2.851838 0.419070  1.735
C -2.201271 -1.849254 0.263885  -2.272
C -2.018105 -0.715652 -0.734202  1.654
C -2.234188 0.579455 -0.292117  -0.394
C -2.200865 1.685076 -1.139982  -0.078
C -1.874983 1.431887 -2.471479  -0.190
C -1.627154 0.159131 -2.979352  -0.134
C -1.743370 -0.981261 -2.119806  -0.501
O -1.525049 -2.183822 -2.521365  -0.704
C -1.311420 -0.053621 -4.463351  2.608
C -1.162634 1.265429 -5.227831  -2.136
C 0.005829 -0.831921 -4.636817  -1.223
C -2.455701 -0.853250 -5.106823  -1.897
C -2.542530 3.081680 -0.618476  2.407
C -2.534561 4.134725 -1.728830  -2.181
C -3.950229 3.063899 0.003809  -1.828
C -1.536576 3.521243 0.453171  -1.015
C -0.541013 -2.924103 1.757384  -1.421
C 0.145250 -1.700163 2.317849  1.026
C -0.563108 -0.894853 3.193183  -0.214
C 0.022800 0.142669 3.911502  -1.279
C 1.387259 0.323361 3.713374  -0.166
C 2.166547 -0.437912 2.844671  -0.146
C 1.558992 -1.503660 2.095889  0.836
O 2.196045 -2.248738 1.263322  -1.032
C 3.688043 -0.171390 2.823307  2.056
C 4.325993 -0.957861 3.982201  -1.833
C 4.009157 1.321281 3.013266  -1.707
C 4.397609 -0.590626 1.525603  -1.576
C -0.808552 0.962275 4.899154  2.383
C -1.361786 0.043914 5.999410  -1.804
C -1.981645 1.634221 4.170713  -1.553
C 0.015599 2.063185 5.572900  -2.234
H 1.676878 -6.645094 -1.023259  0.363
H 2.159297 -5.403291 0.167088  0.277
H 2.619969 -5.226021 -1.528716  0.281
H -0.072554 -5.932025 -2.763095  0.314
H 1.028607 -4.595770 -3.150346  0.346
H -0.637469 -4.230293 -2.685933  0.317
H -0.016046 -5.400822 0.771780  0.515
H -0.918063 -6.131074 -0.551727  0.493
H -2.358402 -4.580721 0.553439  0.262
H -1.990498 -3.975056 -1.063085  0.385
H -2.377932 -1.379651 1.234626  0.213
H -3.132568 -2.374749 0.009019  0.482
H -2.451145 0.729474 0.764639  -0.073
H -1.804307 2.276962 -3.140936  0.337
H -0.371839 1.885179 -4.794574  0.241
H -2.093948 1.837540 -5.226735  0.329
H -0.906003 1.052487 -6.269631  0.477
H 0.816099 -0.318785 -4.111996  -0.087
H 0.264235 -0.909563 -5.698758  0.483
H -0.102533 -1.829789 -4.214988  0.184
H -3.384952 -0.279183 -5.052859  0.350
H -2.590524 -1.793517 -4.571608  0.347
H -2.240463 -1.070546 -6.159378  0.450
H -3.260333 3.894649 -2.509908  0.382
H -1.544316 4.216123 -2.185639  0.293
H -2.796516 5.110421 -1.310059  0.437
H -4.686993 2.759100 -0.742942  0.384
H -4.221740 4.056299 0.379058  0.485
H -3.998783 2.359763 0.836712  0.244
H -0.545265 3.640687 0.012223  -0.143
H -1.466206 2.780106 1.249579  -0.338
H -1.838128 4.476696 0.894746  0.685
H 0.223219 -3.701019 1.720697  0.142
H -1.307224 -3.247874 2.487278  0.144
H -1.615535 -1.120373 3.352094  0.357
H 1.879223 1.097184 4.286100  0.294
H 3.900254 -0.641785 4.938129  0.267
H 5.410337 -0.804154 4.011688  0.489
H 4.128152 -2.024713 3.854724  0.313
H 3.688974 1.704529 3.982383  0.419
H 3.534158 1.920801 2.232409  0.180
H 5.090908 1.468895 2.948025  0.479
H 4.317956 -1.660255 1.362561  0.270
H 5.453365 -0.302474 1.585727  0.455
H 3.958590 -0.092215 0.657768  0.188
H -1.989114 -0.744961 5.580702  0.302
H -1.962173 0.615643 6.715841  0.469
H -0.537157 -0.431383 6.535998  0.342
H -2.601690 0.899418 3.653061  0.300
H -1.594971 2.334920 3.428610  0.215
H -2.617062 2.185805 4.871374  0.506
H 0.837032 1.640626 6.155734  0.419
H -0.623391 2.635297 6.250914  0.450
H 0.428950 2.749887 4.830518  0.361
C 2.004950 4.030956 -4.590812  -1.393
C 1.986025 3.082775 -3.437715  0.323
C 1.612744 3.251636 -2.127294  -0.763
C 1.750354 1.977004 -1.522874  0.508
N 2.184741 1.091201 -2.403581  -0.501
N 2.330788 1.780993 -3.552019  0.153
C 1.387461 1.529335 -0.146402  1.632
H 2.121346 5.051922 -4.233241  0.367
H 1.070957 3.974345 -5.154833  0.232
H 2.825337 3.804063 -5.274001  0.378
H 1.275977 4.167252 -1.666695  0.406
H 2.594538 1.293755 -4.388941  0.219
H 1.521683 2.294855 0.617018  0.499
H 2.001358 0.675878 0.138360  -1.128
H 0.332173 1.242412 -0.143083  -0.875

Forces on atoms 1 to 6 (eV/Å):
0.3079 0.1852 -0.3189
-0.0551 0.0561 0.0210
-0.0038 -0.1372 -0.1756
0.0143 0.0423 0.1197
0.0132 0.1434 0.1060
-0.1704 0.0589 -0.1666

As for the charge: -1. For the HOMO-LUMO gap, the calculation gives 5.84 eV. The HOMO energy is -0.138 hartree.

Entry 3:
The following is a quantum chemistry calculation of 4 unconnected molecules or ions with the total composition C39H63FN4O3PS2, from the Open Molecules 2025 dataset.

Each line ends with the Mulliken spin population.
Cartesian coordinates (Å):
F -8.078065 0.901429 -2.738332  0.000
C -6.886372 -0.002497 -2.816915  0.001
C -6.816443 -1.537167 -2.236791  -0.001
C -5.488533 -2.519912 -2.301708  0.001
C -4.126956 -1.887903 -2.990028  -0.001
C -4.192351 -0.324905 -3.582297  0.001
C -5.525752 0.630021 -3.530222  -0.001
P -5.407502 2.380811 -4.285464  0.002
S -5.889334 2.464533 -6.187238  0.001
S -2.538901 0.287478 -4.320297  0.000
C -1.271928 -0.438150 -3.086669  0.000
C 0.026191 0.414790 -2.556622  0.001
C 1.028229 -0.281158 -1.457824  0.000
C 0.686716 -1.810608 -0.922661  0.002
C -0.617401 -2.702946 -1.471014  0.000
C -1.638695 -1.990463 -2.582435  0.000
N -2.862970 -2.710839 -3.101370  0.000
H -7.776138 -2.013143 -1.716465  0.000
H -5.479819 -3.624694 -1.861626  0.000
H -6.265571 3.320601 -3.607665  0.000
H -4.021522 2.833890 -4.135991  -0.001
H 0.168260 1.515492 -2.971449  0.000
H 1.933472 0.375589 -1.069905  0.001
H 1.381040 -2.335889 -0.106368  -0.001
H -0.804414 -3.802478 -1.085883  0.000
H -2.983228 -3.637049 -2.636219  0.000
C 6.478415 -1.828217 3.300613  0.006
C 5.350797 -1.745470 2.231873  0.022
C 5.844320 -0.945638 0.995048  0.021
C 5.881505 0.564625 1.203353  -0.017
C 4.551035 1.076092 1.744861  0.021
C 4.097663 0.333316 3.027334  0.043
N 4.120378 -1.158661 2.863059  0.282
O 3.018085 -1.515133 2.064586  0.628
C 5.002044 0.757267 4.216005  0.002
C 2.687686 0.866619 3.441614  -0.005
C 5.155712 -3.231792 1.780868  -0.015
H 6.068164 -1.954440 4.308498  -0.005
H 7.141066 -2.685080 3.132535  0.001
H 7.129185 -0.950220 3.297800  0.002
H 5.188485 -1.151194 0.137883  0.003
H 6.844231 -1.287780 0.700364  0.002
H 6.700111 0.837721 1.878086  0.000
H 6.098452 1.058328 0.249045  0.002
H 4.636890 2.152119 1.940870  0.001
H 3.790150 0.972909 0.959775  0.002
H 4.755929 0.191656 5.122156  -0.003
H 4.865636 1.820692 4.451701  0.000
H 6.066949 0.642009 4.023323  0.000
H 1.941566 0.755968 2.644099  0.001
H 2.725438 1.938144 3.674094  0.000
H 2.316461 0.350391 4.334483  0.002
H 4.791597 -3.854547 2.608629  0.004
H 6.101854 -3.663341 1.432316  0.000
H 4.455390 -3.329417 0.942047  0.002
C 2.144009 -8.217207 4.594362  0.015
C 1.008436 -7.429562 5.308968  0.025
C -0.340287 -7.647716 4.569787  0.021
C -0.478639 -6.851212 3.276687  -0.019
C -0.161741 -5.377201 3.504385  0.020
C 1.221154 -5.154341 4.167661  0.023
N 1.402297 -5.983150 5.406113  0.269
O 0.630841 -5.396977 6.426376  0.649
C 2.342473 -5.469345 3.141019  0.025
C 1.403963 -3.625878 4.440525  -0.006
C 0.894589 -8.126262 6.706202  -0.005
H 3.123059 -7.757958 4.769352  -0.009
H 2.221746 -9.247615 4.960134  0.001
H 1.987114 -8.300676 3.516026  0.001
H -1.171906 -7.365142 5.229838  0.002
H -0.478990 -8.712965 4.346789  0.000
H 0.171784 -7.267262 2.499633  0.001
H -1.502662 -6.947614 2.897744  0.002
H -0.209941 -4.850477 2.543208  0.001
H -0.953947 -4.940495 4.127002  0.002
H 3.334029 -5.395017 3.602420  -0.015
H 2.320179 -4.756883 2.306194  0.002
H 2.255812 -6.451531 2.680329  0.001
H 0.602413 -3.207636 5.063068  0.002
H 1.388856 -3.054804 3.503890  -0.004
H 2.362664 -3.423961 4.932091  -0.004
H 1.814759 -7.997816 7.291334  -0.001
H 0.720134 -9.203284 6.594422  0.000
H 0.053153 -7.746874 7.299203  0.001
C -2.661132 8.358902 -6.527835  0.013
C -3.760949 7.646812 -5.688847  0.029
C -4.426330 8.656114 -4.713341  0.017
C -3.580973 8.989455 -3.488627  -0.017
C -3.103390 7.720766 -2.790543  0.020
C -2.366114 6.748894 -3.746518  0.027
N -3.154496 6.462510 -4.991483  0.277
O -4.201173 5.590199 -4.640452  0.642
C -0.977977 7.339886 -4.113102  0.011
C -2.005065 5.448979 -2.956623  -0.018
C -4.837336 7.243909 -6.751710  -0.002
H -1.892448 7.654155 -6.863286  -0.009
H -3.070038 8.817613 -7.435554  0.001
H -2.173670 9.171608 -5.983519  0.001
H -5.384532 8.250402 -4.360703  0.003
H -4.667530 9.586825 -5.241849  0.000
H -2.727661 9.615353 -3.771595  0.000
H -4.175404 9.587061 -2.787891  0.002
H -2.448979 7.999323 -1.955213  0.000
H -3.971051 7.221076 -2.339511  0.003
H -0.462254 6.712218 -4.849078  -0.006
H -0.331238 7.397990 -3.228012  0.000
H -1.019597 8.355018 -4.503243  0.001
H -2.884486 4.964818 -2.512575  0.002
H -1.328399 5.671247 -2.122144  0.000
H -1.500719 4.721089 -3.602630  0.003
H -4.435614 6.516264 -7.469166  -0.002
H -5.174018 8.119273 -7.320293  0.000
H -5.739984 6.817346 -6.296877  0.001

Forces on atoms 1 to 6 (eV/Å):
3.6707 -3.1554 -0.1228
3.2751 -1.5360 -0.4578
1.5741 0.9403 -0.9870
0.7420 4.6144 -1.8498
-3.6197 1.4376 0.5113
-2.0503 -1.7355 1.7129

As for the charge: 0. For the HOMO-LUMO gap (spin up / spin down), the calculation gives 7.31 / 7.28 eV. As for the multiplicity: 4. The HOMO energy (spin up / spin down) is -0.292 / -0.292 hartree.